Record 1
102
Properties=species:S:1:pos:R:3 method="wB97M-V/def2-TZVPD" charge=+1 homo_ev=-11.275 max_force_ev_per_a=7.53
C -0.08 4.73 5.20
C -1.24 4.09 4.41
O -0.81 3.65 3.13
C -1.80 2.78 2.56
C -1.49 1.30 2.91
C -0.65 0.48 1.89
C 0.23 1.50 1.15
C 1.34 1.02 0.22
O 0.84 0.86 -1.12
Si 1.85 -0.06 -2.12
C 3.62 0.53 -2.20
C 1.13 0.11 -3.85
C 1.66 -1.88 -1.65
C -1.56 -0.21 0.77
P -2.93 0.85 0.20
O -3.89 1.21 1.24
O -3.81 0.13 -0.93
O -2.35 2.12 -0.61
C -1.90 -1.72 1.01
P -2.72 -2.62 -0.38
O -2.19 -4.14 -0.53
O -2.26 -1.98 -1.78
S -4.63 -2.79 -0.14
C -0.65 -2.59 1.40
C -0.94 -3.85 2.19
O -0.23 -4.91 1.58
C -0.56 -6.15 2.21
N 0.54 -1.76 1.84
C 1.79 -2.60 2.10
C 2.22 -3.35 3.39
N 2.48 -4.76 3.04
N 1.42 -3.37 4.58
N 3.57 -2.85 3.82
C 0.19 -0.60 2.69
S -0.96 -1.26 4.04
C 1.32 -0.02 3.57
C 2.56 0.63 3.01
O 3.43 0.14 2.34
Br 2.86 2.50 3.55
H -0.38 5.74 5.47
H 0.03 4.20 6.15
H 0.85 4.71 4.64
H -2.02 4.84 4.23
H -1.64 3.27 5.02
H -1.94 3.02 1.51
H -2.74 3.02 3.06
H -2.44 0.84 3.13
H -0.98 1.43 3.86
H -0.33 2.20 0.53
H 0.69 2.14 1.91
H 1.93 0.15 0.54
H 2.07 1.83 0.16
H 3.62 1.53 -2.66
H 4.15 -0.11 -2.90
H 4.12 0.55 -1.23
H 1.90 0.12 -4.62
H 0.42 -0.70 -4.04
H 0.55 1.04 -3.91
H 0.59 -2.12 -1.67
H 2.18 -2.52 -2.36
H 2.02 -2.03 -0.62
H -0.89 -0.26 -0.11
H -3.35 0.14 -1.78
H -1.59 1.84 -1.15
H -2.60 -1.76 1.85
H -2.82 -4.71 -0.06
H -2.36 -2.66 -2.46
H -0.31 -2.98 0.43
H -0.82 -3.80 3.27
H -2.00 -4.08 2.02
H -1.09 -6.81 1.52
H 0.35 -6.64 2.56
H -1.20 -6.02 3.08
H 0.79 -1.31 0.95
H 2.63 -1.99 1.76
H 1.74 -3.35 1.30
H 2.71 -5.22 3.91
H 3.26 -4.85 2.40
H 0.89 -4.21 4.70
H 1.99 -3.17 5.39
H 3.57 -1.84 3.90
H 4.22 -3.04 3.06
H -0.84 -0.37 5.03
H 1.66 -0.84 4.22
H 0.90 0.66 4.31
C -2.57 4.59 -5.37
O -2.28 3.65 -6.42
P -0.70 3.19 -6.63
O -0.12 4.55 -6.87
O -1.02 2.38 -7.99
C -1.67 3.05 -9.06
O 0.68 2.33 -6.35
C 1.83 2.72 -7.09
H -3.61 4.47 -5.09
H -1.94 4.42 -4.50
H -2.41 5.60 -5.75
H -1.43 4.11 -9.07
H -2.75 2.91 -8.99
H -1.32 2.60 -9.99
H 2.30 3.58 -6.62
H 1.59 2.94 -8.13
H 2.53 1.88 -7.05

---

Record 2
98
Properties=species:S:1:pos:R:3 method="wB97M-V/def2-TZVPD" homo_ev=-10.025 max_force_ev_per_a=0.53
C 2.84 5.73 -2.97
C 1.59 5.09 -3.57
O 1.43 5.48 -4.93
C 1.61 3.57 -3.55
O 1.30 3.08 -2.22
O 0.22 2.10 -2.36
S -0.76 2.32 -1.11
O -1.34 1.03 -0.92
O -2.13 3.07 -1.98
S -2.04 4.54 -2.50
O -1.54 4.58 -3.83
O -1.51 5.38 -1.47
C -3.88 4.88 -2.59
F -4.02 5.77 -3.58
F -4.27 5.43 -1.44
C -4.78 3.65 -2.89
F -4.31 2.99 -3.94
F -6.01 4.08 -3.16
F -4.84 2.84 -1.84
H 3.70 5.07 -3.00
H 2.68 6.01 -1.93
H 3.06 6.64 -3.53
H 0.72 5.42 -2.99
H 0.54 5.85 -5.02
H 0.87 3.19 -4.26
H 2.59 3.17 -3.82
C 1.10 -0.74 0.97
C 1.86 -0.94 2.27
C 0.93 -1.19 3.45
O 2.71 0.17 2.54
H 0.43 0.12 1.05
H 1.78 -0.56 0.14
H 0.49 -1.62 0.74
H 2.54 -1.79 2.16
H 0.27 -0.33 3.60
H 1.49 -1.36 4.37
H 0.30 -2.07 3.27
H 2.15 0.95 2.66
C -2.25 -1.74 6.67
C -1.03 -2.65 6.71
C -1.18 -3.77 7.71
O 0.15 -1.88 6.97
H -2.40 -1.28 7.65
H -2.11 -0.95 5.93
H -3.15 -2.30 6.42
H -0.86 -3.07 5.72
H -1.29 -3.37 8.73
H -0.30 -4.42 7.69
H -2.05 -4.39 7.49
H 0.05 -1.48 7.84
C -1.83 8.92 -5.85
C -1.20 8.64 -4.49
C -1.09 9.89 -3.64
O 0.08 8.02 -4.65
H -1.22 9.63 -6.41
H -1.91 8.00 -6.43
H -2.83 9.35 -5.73
H -1.80 7.90 -3.96
H -0.46 10.63 -4.14
H -0.64 9.66 -2.67
H -2.07 10.34 -3.47
H 0.66 8.63 -5.11
C -0.22 -1.95 -4.45
C 0.52 -2.20 -3.15
C -0.43 -2.53 -2.01
O 1.33 -1.08 -2.81
H -0.91 -1.10 -4.34
H 0.48 -1.72 -5.25
H -0.81 -2.82 -4.75
H 1.23 -3.02 -3.29
H -1.11 -1.69 -1.83
H 0.13 -2.71 -1.10
H -1.04 -3.42 -2.23
H 0.75 -0.32 -2.66
C -0.40 -7.51 4.07
C 0.25 -6.94 5.33
C 1.37 -7.83 5.84
O -0.74 -6.73 6.35
H -0.83 -8.49 4.29
H -1.20 -6.85 3.73
H 0.33 -7.61 3.27
H 0.63 -5.95 5.12
H 0.99 -8.82 6.09
H 1.82 -7.40 6.73
H 2.15 -7.95 5.08
H -1.13 -7.59 6.56
C 3.36 -4.55 -0.12
C 2.62 -5.88 -0.11
C 1.92 -6.15 -1.43
O 1.69 -5.92 0.98
H 2.66 -3.73 -0.30
H 3.86 -4.37 0.83
H 4.11 -4.52 -0.91
H 3.32 -6.68 0.11
H 1.19 -5.36 -1.63
H 1.40 -7.10 -1.40
H 2.63 -6.16 -2.25
H 1.04 -5.22 0.83